# C4H7OP

C4H7OP in the gas phase at a distorted geometry (ωB97M-V with the def2-TZVPD basis set, OMol25).

Values from the calculation:
max |F|	0.0733	hartree/bohr
2S+1	1
gap between HOMO and LUMO	10.126	eV
energy relative to the best compared isomer or geometry (same formula, charge and spin)	29.0	kcal/mol
lowest unoccupied orbital energy	0.999	eV
net charge	0
SMILES	C1C[C@@H]2OP2C1

Element x y z (Å)
C  -0.95  -0.50  -0.23
C  0.45  -1.02  0.12
C  1.47  0.07  -0.15
O  1.60  1.10  0.90
P  0.66  1.76  -0.36
C  -1.03  1.01  0.14
H  -1.07  -0.48  -1.26
H  -1.80  -0.93  0.30
H  0.54  -1.46  1.11
H  0.76  -1.92  -0.61
H  2.22  -0.14  -0.91
H  -1.90  1.33  -0.30
H  -0.95  1.17  1.25